ORCA calculation (wB97M-V/def2-TZVPD) on a cluster of 2 separate species, CH2NO3PS in total at a distorted geometry.

Net charge: -2
Energy above the lowest of the compared OMol25 structures with the same formula, charge and spin (kcal/mol): 30.4
Max |F| (eV/A): 5.09
HOMO-LUMO gap (eV): 6.798
E_tot (eV): -28828.4563

```
9
CH2NO3PS (wB97M-V/def2-TZVPD)
C -1.74283 1.56103 -0.22818
N -1.46537 2.61629 -0.59015
O -2.47863 -0.73523 -1.26985
O -3.64075 0.01489 0.87325
O -1.24630 -0.88903 1.04277
P -2.29851 -0.13646 0.13118
S 1.19947 0.58682 0.39779
H -0.31374 -0.70483 0.76083
H 0.94988 1.79696 1.13024
```

---

ORCA calculation (wB97M-V/def2-TZVPD) on a structure of composition C13H40F2O7S6Zr at a distorted geometry.

Net charge: +2
Energy above the lowest of the compared OMol25 structures with the same formula, charge and spin (kcal/mol): 0.0
Max |F| (eV/A): 2.78
HOMO-LUMO gap (eV): 9.904
E_tot (eV): -100179.3093

```
69
C13H40F2O7S6Zr (wB97M-V/def2-TZVPD)
Zr 0.32544 -0.46086 -0.22084
F 0.82014 -2.13339 -1.41848
F -0.05521 -1.64075 1.49341
C 3.25722 1.08099 -1.11349
O 2.16732 0.21653 -1.42125
H 3.52255 1.68079 -1.98645
H 2.93279 1.72203 -0.30098
H 4.12580 0.49847 -0.80553
H 2.34771 -0.29957 -2.21318
C -3.49177 -0.61001 1.91006
S -2.11663 0.49834 2.03952
O -1.37326 0.55822 0.73778
C -3.01135 2.03506 2.08786
H -4.06264 -0.38179 1.00748
H -4.12435 -0.42078 2.77815
H -3.13616 -1.63231 1.89726
H -2.26933 2.82474 2.17501
H -3.63401 2.01480 2.98173
H -3.61463 2.14595 1.18887
C 2.48777 -3.96326 0.90102
S 3.22343 -2.36696 1.20859
O 2.35019 -1.42392 0.47507
C 2.84133 -2.29885 2.95348
H 1.54945 -4.02848 1.44317
H 3.19202 -4.73798 1.20755
H 2.34836 -4.01799 -0.17646
H 1.77922 -2.49620 3.08212
H 3.10164 -1.31361 3.32649
H 3.45824 -3.05761 3.43525
C -1.26114 -3.95516 0.10450
S -2.36373 -2.71979 -0.52047
O -1.51877 -1.50444 -0.69841
C -2.52693 -3.36417 -2.15965
H -0.86346 -3.63257 1.06068
H -0.45638 -4.07547 -0.62191
H -1.79922 -4.90149 0.19558
H -3.20916 -2.72751 -2.71948
H -2.91614 -4.38190 -2.11981
H -1.53414 -3.37851 -2.61126
C -1.52025 3.69063 -1.16279
S -0.14338 3.19921 -0.17333
O 0.30974 1.83722 -0.60801
C 1.00715 4.35762 -0.88390
H -2.44308 3.19114 -0.88835
H -1.29634 3.52697 -2.21733
H -1.62180 4.76991 -1.02089
H 0.86567 5.33015 -0.40763
H 0.87651 4.45020 -1.96097
H 2.02435 4.04513 -0.65053
C -1.42239 -0.37910 -4.58280
S -0.88363 0.82112 -3.39538
O -0.32992 0.03467 -2.25800
C 0.54638 1.40048 -4.30538
H -2.37032 -0.79883 -4.25191
H -0.65489 -1.14047 -4.69409
H -1.60997 0.16624 -5.51057
H 1.02142 0.56781 -4.81930
H 1.23449 1.86640 -3.60185
H 0.22798 2.16686 -5.01406
C 0.57701 0.18468 4.00313
S 1.68001 0.95424 2.83127
O 1.17959 0.71235 1.45010
C 1.29915 2.66276 3.16627
H -0.34450 0.73641 4.15163
H 1.16227 0.12104 4.92370
H 0.35822 -0.81946 3.64538
H 2.07605 3.24035 2.66396
H 1.37547 2.83394 4.23760
H 0.32683 2.91969 2.75099
```

---

ORCA calculation (wB97M-V/def2-TZVPD) on a structure of composition CdN3O9 at a distorted geometry.

Net charge: -1
Max |F| (eV/A): 6.52
HOMO-LUMO gap (eV): 6.393
E_tot (eV): -27451.8237

```
13
CdN3O9 (wB97M-V/def2-TZVPD)
Cd -9.18917 -4.81019 6.34456
N -7.69619 -6.40364 8.58962
O -7.04361 -7.24718 7.97678
O -8.12043 -5.41241 7.99024
O -8.02668 -6.46505 9.79128
N -11.61866 -3.80401 8.23250
O -12.85572 -4.08931 8.08827
O -11.42763 -2.66777 8.69887
O -10.69227 -4.59640 7.94885
N -10.22479 -1.88447 5.26083
O -11.32156 -1.53248 5.17807
O -9.32476 -1.07247 5.44086
O -9.79105 -3.03283 5.28691
```

---

ORCA calculation (wB97M-V/def2-TZVPD) on a cluster of 2 separate species, C5H5N3OS in total at a distorted geometry.

Net charge: 0
Energy above the lowest of the compared OMol25 structures with the same formula, charge and spin (kcal/mol): 5.4
Max |F| (eV/A): 6.00
HOMO-LUMO gap (eV): 9.888
E_tot (eV): -22617.4651

```
15
C5H5N3OS (wB97M-V/def2-TZVPD)
C 1.60559 2.31100 1.84901
C -2.02946 0.32998 0.60289
C 0.76430 -1.12372 -1.13471
C -1.76914 1.49221 0.10003
C -0.10310 -0.15875 -0.35332
N 2.32459 1.75704 1.13613
N -1.05122 -0.61028 0.42468
N 0.56790 -2.40472 -0.68741
O 1.53298 -0.83070 -2.02080
S -0.29153 1.51765 -0.79912
H -2.95346 -0.07540 1.12916
H -2.40927 2.45356 0.27750
H 2.82287 1.04770 0.56430
H -0.08005 -2.55255 0.14133
H 1.06901 -3.15302 -1.22967
```

---

ORCA calculation (wB97M-V/def2-TZVPD) on an isolated molecule of C2H4ClFN2 at a distorted geometry.

Net charge: 0
SMILES string: N/N=C\[C@@H](F)Cl
Energy above the lowest of the compared OMol25 structures with the same formula, charge and spin (kcal/mol): 34.1
Max |F| (eV/A): 2.65
HOMO-LUMO gap (eV): 10.343
E_tot (eV): -20357.3927

```
10
C2H4ClFN2 (wB97M-V/def2-TZVPD)
N -1.08464 -0.12944 2.31665
N -1.16801 0.82756 1.32873
C -0.61311 0.85910 0.21752
C 0.57984 -0.07336 -0.16210
F 0.19937 -1.34198 0.16296
Cl 0.96865 0.09807 -1.88375
H -1.91243 0.03375 2.82416
H -1.02274 -1.07828 1.96747
H -0.86332 1.68932 -0.42437
H 1.50531 0.16455 0.33960
```

---

ORCA calculation (wB97M-V/def2-TZVPD) on a structure of composition C31H55N3P2SScSeSi at a distorted geometry.

Net charge: +1
Energy above the lowest of the compared OMol25 structures with the same formula, charge and spin (kcal/mol): 48.0
Max |F| (eV/A): 1.47
HOMO-LUMO gap (eV): 6.758
E_tot (eV): -160846.7441

```
95
C31H55N3P2SScSeSi (wB97M-V/def2-TZVPD)
Sc 0.09617 0.33255 -1.18273
C 3.40537 2.43685 -1.08723
C 4.07527 1.07715 -0.90003
C 5.03157 1.11875 0.28627
P 2.70247 -0.21115 -0.81603
C 3.49107 -1.68135 -1.69643
C 4.91657 -2.08735 -1.33893
C 2.55047 -2.87385 -1.58133
C 2.40617 -0.66355 0.92797
C 3.46127 -1.16375 1.69607
C 3.30847 -1.55555 3.01057
C 4.48537 -1.97505 3.83957
C 2.01617 -1.53895 3.53847
C 0.95397 -1.07655 2.80217
C 1.10367 -0.55645 1.50027
N 0.03957 -0.05815 0.78527
C -1.07893 0.47795 1.39847
C -1.00903 1.11345 2.65067
C -2.12993 1.58255 3.29607
C -3.39163 1.47835 2.71577
C -4.63403 1.88245 3.45067
C -3.46093 0.99695 1.41927
C -2.34663 0.49965 0.74627
P -2.52773 -0.08345 -0.97993
C -3.36543 -1.75075 -0.74653
C -4.81823 -1.70895 -0.28533
C -3.21163 -2.64705 -1.98013
C -3.82833 1.01485 -1.75583
C -3.46443 2.49365 -1.66033
C -3.99223 0.59435 -3.21803
H 4.15037 3.22955 -1.13333
H 2.72437 2.64895 -0.25723
H 2.82947 2.45845 -2.01683
H 4.63857 0.83865 -1.81503
H 4.49037 1.24165 1.22337
H 5.70407 1.96775 0.16797
H 5.64547 0.22505 0.34637
H 3.50037 -1.34305 -2.74593
H 4.96367 -2.53835 -0.35103
H 5.60587 -1.24805 -1.39143
H 5.24597 -2.83435 -2.06123
H 2.51207 -3.22785 -0.54983
H 2.87287 -3.69165 -2.22353
H 1.53427 -2.58515 -1.87303
H 4.43817 -1.24285 1.24897
H 5.36847 -2.12065 3.22157
H 4.27587 -2.89685 4.37887
H 4.71037 -1.20415 4.57767
H 1.84867 -1.90865 4.54097
H -0.04073 -1.12905 3.21657
H -0.03713 1.22835 3.10917
H -2.02363 2.03945 4.27017
H -4.44703 1.92635 4.52017
H -5.43003 1.16295 3.26997
H -4.98693 2.86055 3.12527
H -4.41833 1.00815 0.92167
H -2.76353 -2.18185 0.06617
H -5.46923 -1.23165 -1.01433
H -4.91243 -1.20125 0.67017
H -5.16943 -2.73055 -0.15263
H -4.03433 -2.50435 -2.67763
H -3.22073 -3.69305 -1.67623
H -2.26883 -2.44045 -2.49633
H -4.76873 0.84895 -1.21713
H -2.65503 2.73875 -2.34913
H -3.14363 2.75995 -0.65263
H -4.33073 3.10275 -1.91883
H -3.01683 0.53275 -3.70863
H -4.58883 1.33055 -3.75333
H -4.48773 -0.36995 -3.30413
C 0.85767 5.77395 -2.60173
Si 0.05297 5.26325 -0.94873
C 1.11807 5.59785 0.60057
C -1.77663 5.70895 -0.64713
Se -0.03713 2.75585 -1.22623
H 0.90357 6.85425 -2.69373
H 0.29017 5.37595 -3.43893
H 1.86897 5.37845 -2.66493
H 1.16917 6.66815 0.78227
H 2.13187 5.22485 0.48707
H 0.67607 5.12765 1.47567
H -1.89453 6.78455 -0.55543
H -2.11733 5.24735 0.27747
H -2.41043 5.35625 -1.45553
C 0.02467 -6.94905 0.25447
N -0.15433 -5.53365 0.48647
C -0.34293 -4.59345 -0.44653
N -0.47063 -4.97305 -1.73353
S -0.36843 -2.98805 0.01307
H 0.13337 -7.44995 1.21197
H 0.92167 -7.14845 -0.33553
H -0.84263 -7.37065 -0.25663
H 0.00367 -5.18525 1.41857
H -0.62003 -5.93965 -1.96713
H -0.74723 -4.27995 -2.40653
```